Run a
C20H27N3O4S | ωB97M-V with the def2-TZVPD basis set

Its LUMO energy is 0.61 eV. As for the SMILES: CC(C)OCCCNC(=O)c1cc(S(=O)(=O)N2CCc3ccccc32)cn1C. As for the net charge: 0.

Positions of all 55 atoms, in Å:
C  -6.29  -2.61  -0.56
C  -5.86  -1.18  -0.21
C  -6.13  -0.24  -1.39
O  -4.48  -1.21  0.12
C  -4.09  -0.53  1.29
C  -3.93  0.99  1.11
C  -3.00  1.34  -0.05
N  -1.65  0.89  0.18
C  -0.68  1.72  0.62
O  -0.86  2.92  0.74
C  0.61  1.05  0.90
C  0.88  -0.31  0.97
C  2.23  -0.44  1.32
S  3.15  -1.95  1.39
O  4.18  -1.85  2.37
O  2.23  -3.06  1.45
N  3.88  -2.00  -0.13
C  2.97  -2.23  -1.25
C  2.95  -0.94  -2.09
C  4.15  -0.20  -1.57
C  4.75  0.96  -2.01
C  5.84  1.45  -1.32
C  6.32  0.80  -0.19
C  5.72  -0.37  0.27
C  4.63  -0.86  -0.43
C  2.75  0.83  1.44
N  1.77  1.72  1.20
C  1.98  3.14  1.21
H  -5.72  -2.96  -1.42
H  -7.35  -2.64  -0.80
H  -6.09  -3.27  0.28
H  -6.44  -0.84  0.66
H  -7.18  -0.28  -1.66
H  -5.53  -0.54  -2.24
H  -5.89  0.79  -1.14
H  -4.80  -0.73  2.10
H  -3.13  -0.97  1.56
H  -4.91  1.44  0.92
H  -3.54  1.40  2.04
H  -2.96  2.42  -0.18
H  -3.37  0.87  -0.97
H  -1.48  -0.10  0.14
H  0.21  -1.13  0.83
H  1.99  -2.52  -0.86
H  3.36  -3.07  -1.83
H  3.02  -1.15  -3.16
H  2.04  -0.35  -1.93
H  4.37  1.47  -2.89
H  6.33  2.35  -1.66
H  7.17  1.20  0.34
H  6.06  -0.88  1.15
H  3.74  1.13  1.69
H  2.62  3.43  0.38
H  2.45  3.44  2.15
H  1.01  3.64  1.12

For each atom in turn, the natural (NBO) charge in e is: atom 1 (C): -0.62, atom 2 (C): 0.10, atom 3 (C): -0.63, atom 4 (O): -0.55, atom 5 (C): -0.06, atom 6 (C): -0.44, atom 7 (C): -0.23, atom 8 (N): -0.60, atom 9 (C): 0.66, atom 10 (O): -0.64, atom 11 (C): 0.01, atom 12 (C): -0.24, atom 13 (C): -0.45, atom 14 (S): 2.35, atom 15 (O): -0.93, atom 16 (O): -0.93, atom 17 (N): -0.65, atom 18 (C): -0.22, atom 19 (C): -0.46, atom 20 (C): 0.03, atom 21 (C): -0.23, atom 22 (C): -0.22, atom 23 (C): -0.21, atom 24 (C): -0.22, atom 25 (C): 0.11, atom 26 (C): 0.01, atom 27 (N): -0.28, atom 28 (C): -0.43, atom 29 (H): 0.21, atom 30 (H): 0.21, atom 31 (H): 0.22, atom 32 (H): 0.16, atom 33 (H): 0.21, atom 34 (H): 0.21, atom 35 (H): 0.21, atom 36 (H): 0.17, atom 37 (H): 0.18, atom 38 (H): 0.20, atom 39 (H): 0.22, atom 40 (H): 0.24, atom 41 (H): 0.21, atom 42 (H): 0.40, atom 43 (H): 0.23, atom 44 (H): 0.23, atom 45 (H): 0.21, atom 46 (H): 0.23, atom 47 (H): 0.22, atom 48 (H): 0.21, atom 49 (H): 0.21, atom 50 (H): 0.22, atom 51 (H): 0.25, atom 52 (H): 0.24, atom 53 (H): 0.21, atom 54 (H): 0.21, atom 55 (H): 0.27

Run b
C20H27N3O4S | ωB97M-V with the def2-TZVPD basis set

Its LUMO energy is 0.50 eV. As for the SMILES: Cc1cccc(NS(=O)(=O)c2c(C(=O)N3CCOCC3)c(C)n(C)c2C)c1C. As for the net charge: 0.

Positions of all 55 atoms, in Å:
C  -5.47  -0.86  -0.14
C  -4.09  -0.63  -0.68
C  -3.82  0.50  -1.43
C  -2.56  0.74  -1.95
C  -1.55  -0.17  -1.73
C  -1.79  -1.30  -0.96
N  -0.70  -2.16  -0.74
S  0.31  -1.74  0.55
O  1.62  -2.21  0.25
O  -0.29  -2.24  1.77
C  0.29  0.01  0.58
C  1.17  0.83  -0.17
C  2.16  0.30  -1.15
O  1.81  0.03  -2.29
N  3.44  0.19  -0.73
C  4.41  -0.48  -1.57
C  4.83  -1.78  -0.88
O  5.36  -1.51  0.41
C  4.37  -0.92  1.22
C  3.90  0.41  0.62
C  0.80  2.13  0.06
C  1.40  3.38  -0.49
N  -0.27  2.12  0.93
C  -0.97  3.27  1.42
C  -0.59  0.84  1.24
C  -1.71  0.48  2.15
C  -3.06  -1.54  -0.42
C  -3.27  -2.77  0.43
H  -6.15  -0.09  -0.51
H  -5.85  -1.83  -0.46
H  -5.48  -0.83  0.95
H  -4.62  1.21  -1.61
H  -2.38  1.63  -2.54
H  -0.56  -0.03  -2.15
H  -0.96  -3.13  -0.62
H  3.95  -0.68  -2.53
H  5.28  0.18  -1.69
H  5.63  -2.28  -1.44
H  3.96  -2.43  -0.79
H  4.83  -0.75  2.20
H  3.51  -1.59  1.32
H  3.09  0.83  1.22
H  4.73  1.12  0.58
H  2.21  3.11  -1.15
H  1.79  4.02  0.30
H  0.66  3.95  -1.06
H  -2.04  3.15  1.25
H  -0.80  3.40  2.49
H  -0.63  4.16  0.90
H  -2.67  0.67  1.67
H  -1.66  1.06  3.07
H  -1.63  -0.57  2.39
H  -3.37  -3.65  -0.20
H  -4.16  -2.68  1.03
H  -2.42  -2.91  1.09

For each atom in turn, the natural (NBO) charge in e is: atom 1 (C): -0.63, atom 2 (C): -0.04, atom 3 (C): -0.21, atom 4 (C): -0.22, atom 5 (C): -0.22, atom 6 (C): 0.09, atom 7 (N): -0.84, atom 8 (S): 2.33, atom 9 (O): -0.94, atom 10 (O): -0.96, atom 11 (C): -0.47, atom 12 (C): -0.11, atom 13 (C): 0.67, atom 14 (O): -0.63, atom 15 (N): -0.42, atom 16 (C): -0.26, atom 17 (C): -0.08, atom 18 (O): -0.53, atom 19 (C): -0.09, atom 20 (C): -0.24, atom 21 (C): 0.15, atom 22 (C): -0.65, atom 23 (N): -0.32, atom 24 (C): -0.41, atom 25 (C): 0.24, atom 26 (C): -0.67, atom 27 (C): 0.05, atom 28 (C): -0.68, atom 29 (H): 0.22, atom 30 (H): 0.22, atom 31 (H): 0.21, atom 32 (H): 0.20, atom 33 (H): 0.21, atom 34 (H): 0.26, atom 35 (H): 0.41, atom 36 (H): 0.25, atom 37 (H): 0.19, atom 38 (H): 0.19, atom 39 (H): 0.19, atom 40 (H): 0.19, atom 41 (H): 0.20, atom 42 (H): 0.22, atom 43 (H): 0.19, atom 44 (H): 0.24, atom 45 (H): 0.22, atom 46 (H): 0.22, atom 47 (H): 0.22, atom 48 (H): 0.21, atom 49 (H): 0.22, atom 50 (H): 0.23, atom 51 (H): 0.22, atom 52 (H): 0.27, atom 53 (H): 0.22, atom 54 (H): 0.22, atom 55 (H): 0.25

Quick one: least stable of them? run a